# 1
Density functional theory data (ωB97M-V with the def2-TZVPD basis set) for 14 unconnected molecules or ions with the total composition C5H41N2O14 at a distorted geometry.

molecular weight = 353.383 g mol⁻¹
energy above the lowest of the compared OMol25 structures with the same formula, charge and spin = 186.8 kcal per mole
frontier orbital gap = 7.807 eV

The geometry in ORCA input format:
```
! wB97M-V def2-TZVPD RIJCOSX def2/J DEFGRID3
* xyz 1 1
H -4.33 -2.08 -1.68
H 1.04 -1.59 2.10
H 0.45 2.59 2.97
C 2.53 1.06 -0.61
H -2.01 -1.92 -3.76
O -3.65 -1.83 -1.08
H -2.81 1.24 -1.96
O 0.88 -2.56 -2.15
O -1.50 1.03 4.15
H 1.58 0.13 1.00
H 3.07 0.06 -0.50
H 0.52 -4.39 1.50
H -1.80 0.22 4.39
H 2.39 -1.76 3.75
O 0.82 3.26 2.53
H -0.58 2.23 -1.16
H 1.38 2.10 -2.07
H 3.03 1.82 -0.03
H 3.87 0.68 -3.02
C 1.17 0.72 0.14
O 3.03 -1.03 3.97
H -1.27 -1.42 -0.98
H -2.25 1.45 3.61
H -3.96 2.53 0.45
H 1.21 -3.46 -2.28
O -0.08 2.90 -3.31
O 1.36 3.71 -0.58
H 0.75 -1.42 4.44
H 0.40 -2.31 -2.97
H 0.78 1.69 0.61
O -4.28 2.15 -0.34
H 0.36 -2.03 -0.70
H -0.27 2.67 -2.46
H -0.98 -0.91 -4.21
H 1.74 3.22 2.85
H -1.41 -2.45 2.20
H 0.80 4.24 0.04
H -4.72 1.41 0.01
C -1.09 1.15 -1.02
O 0.18 -1.05 3.62
O -2.22 -1.93 2.03
H 1.91 -2.52 1.27
H 2.22 -0.23 -3.04
H 2.34 3.84 -0.79
H -1.68 1.33 -0.17
H 0.57 0.31 -1.82
H -3.94 -2.10 -0.20
O -1.89 0.82 -2.17
O 1.11 -2.16 1.28
H -0.47 -1.14 0.46
H 2.42 1.44 -3.99
O -0.24 -4.28 1.81
H -0.05 -0.15 3.74
H 3.69 -1.16 3.34
C 2.70 0.79 -3.09
O -1.09 -1.77 -3.84
H -2.91 -2.68 2.02
H -0.74 3.41 -3.75
H -0.22 -4.39 2.71
C 0.17 0.16 -0.85
N -0.34 -1.26 -0.50
N 2.30 1.61 -1.94
*
```

# 2
Density functional theory data (ωB97M-V with the def2-TZVPD basis set) for a molecular structure, C5H4BrN2P at a distorted geometry.

molecular weight = 202.979 g mol⁻¹
energy above the lowest of the compared OMol25 structures with the same formula, charge and spin = 22.6 kcal per mole
frontier orbital gap = 7.696 eV

The geometry in ORCA input format:
```
! wB97M-V def2-TZVPD RIJCOSX def2/J DEFGRID3
* xyz 0 1
C 2.28 1.37 -0.08
C 2.06 -1.10 -0.19
H 2.57 -2.05 -0.18
H -2.64 -0.15 1.01
N -1.37 -0.21 -0.62
Br 4.69 -0.13 0.01
P 0.66 1.87 -0.16
H -3.35 0.08 -0.70
N 0.73 -1.21 -0.31
C 2.78 0.06 -0.11
C -0.12 -0.28 -0.32
H 3.01 2.17 0.00
C -2.49 -0.09 -0.06
*
```

# 3
Density functional theory data (ωB97M-V with the def2-TZVPD basis set) for C5H4ClN in the gas phase at a distorted geometry.

molecular weight = 113.547 g mol⁻¹
energy above the lowest of the compared OMol25 structures with the same formula, charge and spin = 4.2 kcal per mole
frontier orbital gap = 8.692 eV

The geometry in ORCA input format:
```
! wB97M-V def2-TZVPD RIJCOSX def2/J DEFGRID3
* xyz 0 1
H -0.63 2.12 0.01
C -0.44 1.07 0.03
C 1.45 -0.58 -0.03
C -1.46 -1.16 -0.04
C 0.93 0.67 0.06
H -2.52 0.67 -0.05
H 1.60 1.56 0.02
N -1.45 -2.31 0.05
H 0.85 -1.55 -0.01
C -1.51 0.27 -0.04
Cl 3.18 -0.76 0.00
*
```

# 4
Density functional theory data (ωB97M-V with the def2-TZVPD basis set) for 2 unconnected molecules or ions with the total composition C5H4ClN at a distorted geometry.

molecular weight = 113.547 g mol⁻¹
energy above the lowest of the compared OMol25 structures with the same formula, charge and spin = 93.9 kcal per mole
frontier orbital gap = 8.929 eV

The geometry in ORCA input format:
```
! wB97M-V def2-TZVPD RIJCOSX def2/J DEFGRID3
* xyz 0 1
C -1.21 -0.57 0.57
C 2.57 1.12 0.10
H -1.93 1.06 -1.78
H 2.98 1.37 1.06
H 0.10 -2.15 0.52
C -1.81 0.28 -0.18
Cl 1.00 0.13 -2.03
C -0.58 -1.58 1.13
H -0.63 -1.70 2.20
C 1.79 0.75 -0.75
N -2.27 1.27 -0.85
*
```

# 5
Density functional theory data (ωB97M-V with the def2-TZVPD basis set) for a molecular structure, C5H4CoO5 at a distorted geometry.

<S²> = 6.020
molecular weight = 203.015 g mol⁻¹
frontier orbital gap (alpha / beta) = 11.177 / 8.137 eV

The geometry in ORCA input format:
```
! wB97M-V def2-TZVPD RIJCOSX def2/J DEFGRID3
* xyz 3 5
O -2.18 -1.29 -0.05
O -0.13 1.19 1.33
O 0.04 2.88 -2.22
O 2.32 -1.35 0.01
O 0.00 -1.74 -3.67
C 0.01 -0.94 -2.83
Co 0.05 -0.02 -1.29
C 0.06 1.79 -1.84
H -0.83 1.82 1.62
C 1.39 -1.11 -0.69
C -1.28 -1.14 -0.74
C 0.03 0.22 2.39
H -0.35 0.39 3.41
H -0.21 -0.79 2.14
H 1.09 0.09 2.43
*
```

# 6
Density functional theory data (ωB97M-V with the def2-TZVPD basis set) for a molecular structure, C5H4EuO2 at a distorted geometry.

<S²> = 12.113
molecular weight = 248.049 g mol⁻¹
frontier orbital gap (alpha / beta) = 7.040 / 5.749 eV

The geometry in ORCA input format:
```
! wB97M-V def2-TZVPD RIJCOSX def2/J DEFGRID3
* xyz 3 7
H 0.66 3.55 -1.83
C -0.53 1.91 0.02
H 2.34 2.25 -1.47
O 1.94 3.81 -0.27
H 1.98 3.48 0.64
C 1.31 2.95 -1.17
H -1.23 2.71 0.25
C 1.16 0.71 -0.14
O -1.02 -0.36 0.87
Eu -2.37 -2.46 0.61
C -0.37 0.59 0.48
C 0.61 1.67 -0.96
*
```

# 7
Density functional theory data (ωB97M-V with the def2-TZVPD basis set) for 2 unconnected molecules or ions with the total composition C5H4F2O2 at a distorted geometry.

molecular weight = 134.081 g mol⁻¹
energy above the lowest of the compared OMol25 structures with the same formula, charge and spin = 22.5 kcal per mole
frontier orbital gap = 10.187 eV

The geometry in ORCA input format:
```
! wB97M-V def2-TZVPD RIJCOSX def2/J DEFGRID3
* xyz 0 1
F -1.03 1.07 1.07
F 2.02 1.81 0.64
O -2.61 -0.88 -1.21
H 0.34 -1.23 -0.89
C 0.11 -1.10 0.11
C 1.22 -0.42 1.03
C 1.37 0.78 0.14
C -2.28 0.23 -1.36
H -0.52 -1.91 0.40
O -2.03 1.31 -1.59
H 1.76 0.64 -0.90
C -0.04 0.36 0.52
H 1.70 -0.66 2.03
*
```

# 8
Density functional theory data (ωB97M-V with the def2-TZVPD basis set) for C5H4FNS in the gas phase at a distorted geometry.

molecular weight = 129.159 g mol⁻¹
energy above the lowest of the compared OMol25 structures with the same formula, charge and spin = 58.5 kcal per mole
frontier orbital gap = 8.670 eV

The geometry in ORCA input format:
```
! wB97M-V def2-TZVPD RIJCOSX def2/J DEFGRID3
* xyz 0 1
H 1.24 0.56 1.79
H 0.36 -2.36 -0.25
C -0.14 0.89 0.29
H -0.51 1.25 1.19
C 1.21 0.79 0.79
F -0.35 1.79 -0.78
C -2.17 -0.47 -0.05
C 0.41 -1.28 -0.23
H 1.86 1.76 0.75
C -0.77 -0.51 0.01
S 2.02 -0.62 -0.18
N -3.33 -0.56 0.22
*
```

# 9
Density functional theory data (ωB97M-V with the def2-TZVPD basis set) for a molecular structure, C5H4HgO4 at a distorted geometry.

<S²> = 0.752
molecular weight = 328.673 g mol⁻¹
energy above the lowest of the compared OMol25 structures with the same formula, charge and spin = 0.0 kcal per mole
frontier orbital gap (alpha / beta) = 7.100 / 5.181 eV

The geometry in ORCA input format:
```
! wB97M-V def2-TZVPD RIJCOSX def2/J DEFGRID3
* xyz 1 2
C 1.52 1.05 -2.95
O 1.64 -0.27 -2.75
O 0.85 1.69 -2.06
H -0.80 -2.17 -0.34
H 2.04 -0.17 -5.50
O 2.48 -1.00 -5.73
C 0.50 -0.86 -1.72
H 4.28 -0.95 -2.89
C -0.21 -1.59 -1.03
Hg 1.69 3.26 -4.92
O 1.69 1.50 -4.08
H 0.33 1.09 -1.46
C 3.51 -1.31 -3.56
C 3.23 -1.47 -4.77
*
```

# 10
Density functional theory data (ωB97M-V with the def2-TZVPD basis set) for C5H4IN3S in the gas phase at a distorted geometry.

molecular weight = 265.079 g mol⁻¹
energy above the lowest of the compared OMol25 structures with the same formula, charge and spin = 41.3 kcal per mole
frontier orbital gap = 7.191 eV

The geometry in ORCA input format:
```
! wB97M-V def2-TZVPD RIJCOSX def2/J DEFGRID3
* xyz 0 1
N 2.19 1.34 0.25
C -1.86 0.69 -0.15
C 0.94 -0.57 0.19
C -3.18 1.14 -0.28
C -0.26 -1.19 0.06
H -2.37 -1.34 -0.18
S 3.74 1.21 0.16
N -4.27 1.51 -0.39
H 1.83 -1.19 0.29
H -1.09 1.45 -0.08
H -0.23 -2.28 0.07
C -1.56 -0.62 -0.10
N 1.11 0.77 0.23
I 5.03 -0.90 -0.08
*
```

> The highest molecular weight belongs to which entry?

C5H41N2O14